Record 1
A molecular structure, C15H24AlN4OP2. Source: OMol25; level of theory: ωB97M-V/def2-TZVPD.

Each line ends with the natural charge from an NBO analysis.
Atoms and positions in Å:
1 P 0.78663 0.38215 2.65258  0.32
2 P 2.03456 -1.37544 -0.94654  0.31
3 Al 0.17893 -0.11895 0.09932  1.68
4 O 1.08362 1.67444 0.11746  -0.89
5 N -1.45902 0.84642 0.53450  -0.63
6 N -4.49800 -4.37444 0.62109  -0.17
7 N -0.37169 -1.91404 0.87115  -0.64
8 N -0.52111 0.00398 -1.66530  -0.77
9 C 1.54561 2.46812 -1.10031  0.13
10 C -3.40577 -4.02031 0.85376  0.21
11 C 0.12932 -0.50879 -2.71886  0.09
12 C -1.75992 0.74612 -1.88322  -0.23
13 C 1.16784 3.91673 -0.95383  -0.65
14 C 1.35404 -1.14451 -2.58631  -0.58
15 C -0.44719 1.69819 2.50042  -0.55
16 C -1.55989 1.53228 1.66878  0.08
17 C -2.06294 -3.57421 1.13610  -0.16
18 C -1.63029 -2.36160 0.61331  0.11
19 C -2.41925 1.07727 -0.54020  -0.25
20 C 0.47051 -2.64999 1.63134  0.07
21 C 3.01481 2.18790 -1.22858  -0.63
22 C -1.19791 -4.34519 1.91740  -0.05
23 C 0.08566 -3.87730 2.16443  -0.22
24 H 0.38752 -0.29233 3.85546  0.08
25 H -3.30780 0.43441 -0.41336  0.24
26 H 1.89878 1.18709 3.05460  0.08
27 H 2.09129 -2.80056 -0.90044  0.07
28 H 0.79170 -4.43869 2.75888  0.27
29 H 3.39972 -0.98667 -1.11664  0.08
30 H 1.00675 2.02602 -1.94417  0.19
31 H 0.07972 4.05848 -0.93799  0.22
32 H -2.76039 2.12774 -0.57160  0.24
33 H -2.47390 0.17158 -2.49421  0.23
34 H -2.27809 -1.73111 -0.00615  0.24
35 H -2.52587 2.01770 1.89846  0.24
36 H 1.84558 -1.51452 -3.48576  0.27
37 H -0.34377 -0.39797 -3.70885  0.23
38 H 3.23005 1.11982 -1.33181  0.20
39 H 1.55391 4.46993 -1.82205  0.26
40 H 3.42986 2.69928 -2.10427  0.26
41 H -1.55603 1.69561 -2.41274  0.23
42 H -0.58613 2.34414 3.37274  0.27
43 H 1.61527 4.36043 -0.05414  0.23
44 H -1.53315 -5.29622 2.31577  0.27
45 H 3.53797 2.56497 -0.34213  0.23
46 H 1.47357 -2.25308 1.82204  0.23
47 H 0.50486 2.16509 0.80987  0.54

Computed properties:
Lowest unoccupied orbital energy (spin up / spin down), eV: -6.731 / -9.840
Multiplicity: 2
Total charge: +2



Record 2
A molecular structure, C15H24Br2NO7P2S. Source: OMol25; level of theory: ωB97M-V/def2-TZVPD.

Each line ends with the natural charge from an NBO analysis.
Atoms and positions in Å:
1 Br 4.15097 5.03941 -0.11203  -0.06
2 Br 3.86459 2.56098 2.62243  0.14
3 S -0.31409 -1.62664 -4.58488  -0.09
4 P 1.05770 0.45740 1.47638  1.33
5 P 0.75540 2.03388 3.05905  1.12
6 O -4.10193 -1.06850 -0.68237  -0.55
7 O 2.06820 2.57955 3.63600  -1.12
8 O -0.39289 -0.43808 1.88108  -0.80
9 O 0.38387 1.37168 0.16820  -0.82
10 O 2.71154 0.95195 1.14809  -1.00
11 O -3.07022 2.35120 -2.08879  -0.27
12 O -1.68215 1.93383 -0.54835  -0.41
13 N -2.83590 1.58540 -1.23188  0.37
14 C -1.40898 0.19923 1.12208  0.04
15 C -2.58609 -3.28751 -1.40879  -0.18
16 C -0.86402 0.79046 -0.23713  0.58
17 C -0.42872 -0.15256 -1.37482  -0.50
18 C 5.28205 4.79431 1.46454  -0.42
19 C -1.92940 -4.49737 -1.64378  -0.21
20 C -2.81158 -0.44780 1.21764  -0.52
21 C -1.15893 -4.57311 0.68756  -0.21
22 C -1.23835 -5.10701 -0.59577  -0.21
23 C -2.50520 -2.74629 -0.11403  -0.17
24 C -3.20225 -1.39768 0.06874  0.59
25 C -0.41223 0.52974 -2.80160  -0.43
26 C 5.49304 3.33868 1.76840  -0.57
27 C -1.81221 -3.35767 0.93096  -0.16
28 C -1.30719 -0.31465 -3.76835  -0.50
29 H -2.15774 -0.77440 -3.24446  0.22
30 H -3.12468 -2.73080 -2.17844  0.24
31 H -1.97338 -4.90100 -2.65895  0.22
32 H 1.64648 -0.28993 2.58530  -0.17
33 H 0.13034 3.15024 2.41721  -0.09
34 H 0.60722 0.47657 -3.20991  0.22
35 H 2.61865 1.65516 0.48672  0.47
36 H -0.70438 -6.04103 -0.79572  0.21
37 H -1.54677 1.13874 1.71224  0.17
38 H -1.79147 -2.82878 1.88671  0.23
39 H 6.29800 3.21495 2.49626  0.20
40 H 6.22264 5.28435 1.21145  0.20
41 H 4.80554 5.33249 2.28073  0.22
42 H -0.59000 -5.04456 1.48886  0.22
43 H 1.40283 -0.69611 0.69496  -0.17
44 H -2.85929 -1.02876 2.15793  0.23
45 H 5.71984 2.74694 0.88064  0.20
46 H -3.59704 0.31589 1.30931  0.24
47 H -0.14524 1.58865 4.07201  -0.07
48 H -1.03966 -1.06168 -1.48000  0.21
49 H -0.73014 1.57970 -2.77281  0.22
50 H -1.68613 0.31035 -4.59022  0.23
51 H 0.18943 -2.40594 -3.59777  0.13
52 H 0.59994 -0.49386 -1.21069  0.27

Computed properties:
Lowest unoccupied orbital energy, eV: 2.344
Multiplicity: 1
Total charge: -1



Record 3
A molecular structure, C15H24ClN2O3. Source: OMol25; level of theory: ωB97M-V/def2-TZVPD.

Each line ends with the natural charge from an NBO analysis.
Atoms and positions in Å:
1 Cl -3.42628 5.41151 2.40352  0.08
2 O 1.57343 -0.45255 0.15953  -0.67
3 O 2.63944 0.45497 -2.43046  -0.73
4 O 0.34909 0.76787 3.16602  -0.46
5 N -0.66745 -2.32947 0.19437  -0.44
6 N 0.12997 -1.18681 -2.26897  -0.45
7 C 0.58754 -2.67254 -2.09201  -0.29
8 C -0.55584 1.91318 2.95693  0.10
9 C 0.67174 -0.68411 -3.41026  -0.22
10 C 0.19141 -3.18508 -0.52707  -0.17
11 C -1.66685 -1.64696 -0.59876  -0.29
12 C 1.12786 0.45024 2.18651  -0.03
13 C -1.23309 4.10444 1.55024  -0.19
14 C -0.42857 2.81124 1.98142  -0.18
15 C -2.76681 3.04859 3.62111  -0.16
16 C 2.14264 -0.51228 -3.30994  -0.10
17 C -1.51179 2.12837 3.76079  -0.17
18 C -1.07828 -1.03443 -1.66268  -0.21
19 C -2.35475 4.18622 2.59875  -0.08
20 C 0.06623 -1.45884 1.28827  -0.19
21 C 0.72775 -0.11342 0.92200  0.04
22 H 1.48410 -3.20224 -2.33261  0.27
23 H -1.84469 1.43897 4.55499  0.24
24 H -2.40659 -1.11411 -0.02103  0.26
25 H 0.98631 -0.84231 -1.43634  0.53
26 H -0.86411 -1.07095 1.90216  0.19
27 H -0.99511 4.76897 0.91334  0.20
28 H -1.84820 -0.95372 -2.82288  0.18
29 H 1.84430 1.38738 1.91476  0.12
30 H 3.42430 0.79866 -2.54610  0.50
31 H 0.53812 0.17427 -3.50276  0.20
32 H 2.79922 -1.44711 -3.40565  0.20
33 H 2.35540 0.31647 -0.05957  0.50
34 H -3.48120 3.32070 4.15092  0.19
35 H 0.17698 -4.08903 -0.34402  0.19
36 H -2.22080 -2.56495 -0.87024  0.22
37 H -0.28751 -3.04519 -2.54109  0.20
38 H 0.44580 -1.42943 -4.29201  0.23
39 H 1.30420 -3.11488 -0.00923  0.19
40 H 1.79379 -0.15776 2.67188  0.20
41 H -0.06696 0.46567 0.69603  0.14
42 H 2.47578 -0.34929 -4.50069  0.21
43 H 0.59619 2.81058 1.13073  0.20
44 H -1.17848 0.03196 -1.58563  0.24
45 H 0.45177 -2.13280 1.84571  0.19

Computed properties:
Lowest unoccupied orbital energy, eV: -2.622
Multiplicity: 1
Energy relative to the best compared isomer or geometry (same formula, charge and spin), eV: 19.2987
Total charge: +1



Record 4
A molecular structure, C15H24ClN2OS. Source: OMol25; level of theory: ωB97M-V/def2-TZVPD.

Each line ends with the natural charge from an NBO analysis.
Atoms and positions in Å:
1 Cl 2.63469 -2.51797 -2.46047  0.02
2 S -0.54371 -3.45893 -2.10052  0.22
3 O 1.13442 -0.49362 -2.07216  -0.50
4 N -1.92901 3.64231 1.52797  -0.35
5 N 2.98178 -0.87576 -0.45691  -0.46
6 C -1.11418 4.80128 1.74098  -0.41
7 C 0.06876 -0.83410 -1.22899  0.62
8 C 0.83280 -1.88975 -0.48665  -0.59
9 C -3.07039 3.55053 2.41147  -0.42
10 C 4.06377 -0.14593 -1.09478  -0.41
11 C -1.69056 0.18462 0.25116  -0.04
12 C 0.29759 -4.85353 -1.24980  -0.78
13 C 2.59520 -0.61511 0.92967  -0.40
14 C -0.50062 2.68642 -0.20852  -0.27
15 C -0.60065 0.29643 -0.67084  -0.28
16 C -1.50607 2.57956 0.78906  0.28
17 C 1.99393 -1.45554 -1.23234  0.42
18 C -0.11625 1.60250 -0.96569  -0.09
19 C -2.07430 -3.39629 -1.19600  -0.77
20 C -2.13552 1.31335 0.92966  -0.29
21 H -0.01352 -5.74078 -1.79914  0.26
22 H 4.78369 -0.86031 -1.54137  0.22
23 H 4.55187 0.48460 -0.33027  0.22
24 H 0.04595 -4.92877 -0.18136  0.22
25 H -1.99660 -3.42262 -0.10430  0.21
26 H -3.93327 3.09353 1.91789  0.22
27 H 0.59862 1.75327 -1.77213  0.25
28 H -2.16232 -0.79799 0.38935  0.23
29 H 1.39096 -4.75338 -1.34672  0.24
30 H -2.85308 2.97950 3.32459  0.21
31 H -1.76787 5.61873 2.02519  0.22
32 H 2.39356 -1.57591 1.43984  0.20
33 H 0.69073 -1.78861 0.60066  0.27
34 H -0.39992 4.65424 2.55479  0.21
35 H 0.82291 -2.98667 -0.51378  0.31
36 H 3.40117 -0.12210 1.48047  0.23
37 H -2.99149 1.23101 1.61040  0.24
38 H -3.33839 4.56614 2.70835  0.23
39 H -2.57714 -2.47469 -1.50988  0.23
40 H 1.67717 0.00649 0.96120  0.18
41 H -2.63555 -4.25924 -1.58801  0.25
42 H 3.63024 0.46368 -1.90765  0.20
43 H -0.07090 3.66125 -0.42227  0.23
44 H -0.56848 5.07815 0.84787  0.21

Computed properties:
Lowest unoccupied orbital energy, eV: -4.827
Multiplicity: 1
Total charge: +1



Record 5
A molecular structure, C15H24F18N5O12S6. Source: OMol25; level of theory: ωB97M-V/def2-TZVPD.

Each line ends with the Löwdin charge.
Atoms and positions in Å:
1 S 9.02698 24.16572 -11.15423  0.67
2 S 3.63300 21.76872 -11.25801  0.68
3 S 7.29371 25.71497 -9.92750  0.60
4 S 8.80831 20.59896 -6.49699  0.55
5 S 4.64182 19.85075 -12.80300  0.59
6 S 8.32146 18.62509 -7.99723  0.67
7 F 8.81306 19.77903 -10.37676  0.17
8 F 4.39231 23.30248 -13.26299  0.16
9 F 10.60001 19.33592 -9.22077  0.15
10 F 6.65613 20.60740 -14.35990  0.13
11 F 9.53817 22.91266 -5.42731  0.10
12 F 5.46895 26.81096 -8.41308  0.16
13 F 3.89683 24.42867 -11.47956  0.12
14 F 2.31326 23.59833 -12.67433  0.16
15 F 7.29293 23.65413 -13.07320  0.16
16 F 9.28055 22.92865 -13.50944  0.15
17 F 9.56744 17.73007 -10.12330  0.14
18 F 7.20035 19.24558 -12.73699  0.12
19 F 6.52308 25.18787 -7.44932  0.13
20 F 8.06467 21.95369 -11.97305  0.11
21 F 7.42284 22.77199 -5.60061  0.10
22 F 5.00638 24.73636 -8.95091  0.11
23 F 6.19998 18.46959 -14.46929  0.16
24 F 8.71642 23.14878 -7.38490  0.17
25 O 3.78004 20.36152 -13.84497  -0.31
26 O 8.41611 26.51391 -9.43643  -0.31
27 O 8.52579 20.06079 -5.17377  -0.33
28 O 2.40640 21.05603 -11.47260  -0.29
29 O 7.16942 17.86667 -8.41802  -0.30
30 O 10.13211 23.46402 -10.59240  -0.27
31 O 9.31934 25.40901 -11.82786  -0.29
32 O 6.63432 26.27000 -11.10577  -0.31
33 O 9.12897 17.94107 -7.01781  -0.29
34 O 10.19369 20.56439 -6.92100  -0.29
35 O 3.79445 22.19448 -9.87809  -0.34
36 O 4.32247 18.51648 -12.32151  -0.30
37 N 7.79736 20.22093 -7.59089  -0.32
38 N 7.66406 24.18337 -10.08969  -0.33
39 N 6.50321 21.84183 -9.43172  0.23
40 N 4.73849 19.79128 -3.50851  -0.23
41 N 5.05723 20.93945 -11.71408  -0.31
42 C 2.38836 18.77436 -3.20400  -0.15
43 C 3.81607 18.61494 -3.75376  -0.09
44 C 4.42149 21.03503 -4.34932  -0.12
45 C 8.36640 23.11591 -12.54682  -0.68
46 C 6.20756 19.40728 -3.65922  0.03
47 C 4.38111 20.87615 -5.84769  -0.21
48 C 3.23658 20.42452 -1.51190  -0.17
49 C 3.54739 23.39694 -12.27010  -0.66
50 C 4.22830 22.20092 -6.57540  -0.09
51 C 2.45898 19.15720 -1.73119  -0.20
52 C 4.65196 20.31190 -2.07154  -0.11
53 C 5.96464 25.60270 -8.57451  -0.67
54 C 6.29688 19.51746 -13.67562  -0.68
55 C 8.55057 22.48923 -6.27094  -0.63
56 C 9.38666 18.92788 -9.56783  -0.67
57 H 3.50114 20.32594 -6.19735  0.12
58 H 6.10733 21.43755 -10.30350  0.05
59 H 5.21528 21.21454 -1.84292  0.14
60 H 3.21642 22.61668 -6.57068  0.09
61 H 7.03452 21.18282 -8.80576  0.05
62 H 3.20830 20.77397 -0.47723  0.12
63 H 5.19439 21.76038 -4.07925  0.13
64 H 3.74583 18.35994 -4.80834  0.14
65 H 4.32960 17.85196 -3.16541  0.13
66 H 1.43010 19.07382 -1.37409  0.12
67 H 5.76369 22.36343 -8.96078  0.05
68 H 2.01803 19.60989 -3.81014  0.12
69 H 6.45123 19.24242 -4.70392  0.09
70 H 6.40137 18.59648 -2.96335  0.11
71 H 5.17772 19.54494 -1.49762  0.13
72 H 7.07207 22.73165 -9.64203  0.05
73 H 2.92506 18.31661 -1.20316  0.12
74 H 4.39463 22.14471 -7.65039  0.04
75 H 5.23481 20.36721 -6.30018  0.11
76 H 2.62585 21.24699 -1.90307  0.12
77 H 4.87459 22.95295 -6.11587  0.07
78 H 6.74761 20.29879 -3.34810  0.10
79 H 1.81313 17.91362 -3.53730  0.13
80 H 3.55224 21.55529 -3.94429  0.13

Computed properties:
Lowest unoccupied orbital energy, eV: 0.985
Multiplicity: 1
Energy relative to the best compared isomer or geometry (same formula, charge and spin), eV: 1.2817
Total charge: -1



Record 6
A molecular structure, C15H24F5N2O5PS5SbSe4W. Source: OMol25; level of theory: ωB97M-V/def2-TZVPD.

Each line ends with the natural charge from an NBO analysis.
Atoms and positions in Å:
1 W -1.09414 -0.01173 -1.94068  0.35
2 Sb 0.23050 1.62497 -4.54275  1.00
3 Se -4.41469 1.46310 -0.95784  0.14
4 Se -0.82467 2.42964 -1.20761  0.01
5 Se -2.99707 3.11523 -1.74195  0.15
6 Se -3.60095 -0.61644 -1.62817  -0.02
7 S 0.69937 0.09826 0.24641  -0.45
8 S -2.03931 0.90693 -3.92940  -0.27
9 S 1.05854 -0.01935 -2.89237  -0.19
10 S 0.43457 0.52312 -6.54590  -0.65
11 S 4.07016 0.48033 -0.20163  -0.62
12 P 2.38860 1.22728 0.46318  1.72
13 F -0.14576 -2.73213 -2.85252  -0.37
14 F -2.76038 -3.42615 -2.05464  -0.34
15 F -3.43272 -2.59886 -3.94774  -0.31
16 F -1.00037 -1.69042 -4.52085  -0.35
17 F -1.95317 -4.17170 -3.91305  -0.30
18 O 2.02880 2.65539 -0.17705  -0.87
19 O 2.26853 1.36942 2.03811  -0.86
20 O -2.05709 0.49844 0.76559  -0.95
21 O -2.22172 -3.29705 3.95166  -0.59
22 O -5.05830 -2.98431 0.72090  -0.73
23 N -3.85214 -3.85188 2.50522  -0.62
24 N -0.94373 -2.11468 -0.33867  -0.47
25 C -1.84746 -2.40218 0.60221  0.08
26 C 0.25616 -2.70411 -0.22802  0.12
27 C -2.57957 -3.44314 2.79967  0.67
28 C -4.43423 -4.14909 1.23322  0.09
29 C 2.60689 3.55824 -2.33973  -0.63
30 C 2.97646 3.50753 -0.87010  0.10
31 C 4.41993 2.49372 2.58299  -0.65
32 C 2.24191 3.03802 3.73155  -0.62
33 C -2.35534 -3.06356 -3.30544  0.91
34 C 0.59048 -3.56534 0.79857  -0.26
35 C 2.93363 4.88553 -0.22864  -0.62
36 C -1.26235 -1.98886 -3.20518  0.35
37 C -1.59526 -3.24092 1.67923  -0.20
38 C -0.33686 -3.81836 1.78779  -0.08
39 C 3.08656 1.96133 3.07250  0.13
40 H 3.26925 1.15120 3.78203  0.19
41 H 1.89932 5.22246 -0.14570  0.21
42 H 2.77452 3.45038 4.58894  0.21
43 H 5.01012 1.70908 2.11704  0.25
44 H 3.96748 3.06279 -0.76491  0.21
45 H 4.27126 3.29150 1.85554  0.20
46 H -5.57993 -3.20681 -0.05829  0.48
47 H 3.31339 4.19886 -2.86854  0.22
48 H 1.29919 2.61414 4.07624  0.22
49 H 1.57877 -4.00102 0.82201  0.24
50 H 1.59970 3.95763 -2.46238  0.21
51 H -1.32211 0.66966 1.37521  0.52
52 H -5.17494 -4.93752 1.38502  0.17
53 H 4.97650 2.89677 3.42992  0.22
54 H -4.46657 -3.88717 3.30392  0.41
55 H 2.02733 3.83401 3.01687  0.21
56 H -0.11023 -4.45286 2.63486  0.24
57 H 3.38221 4.87806 0.76304  0.21
58 H -2.85336 0.39864 1.29748  0.49
59 H 0.98843 -2.47569 -0.98499  0.23
60 H -3.66034 -4.51471 0.55471  0.18
61 H 3.48758 5.59188 -0.84706  0.22
62 H -2.82195 -1.95575 0.49163  0.23
63 H 2.66059 2.55821 -2.77149  0.22

Computed properties:
Lowest unoccupied orbital energy (spin up / spin down), eV: -2.896 / -3.541
Multiplicity: 2
Energy relative to the best compared isomer or geometry (same formula, charge and spin), eV: 3.4017



no.,DFT total energy (eV),molar mass (u),maximum force (eV/Å)
1,-49111.705,365.31,2.83
2,-201260.540,584.18,5.75
3,-37563.603,315.82,17.90
4,-44319.272,315.89,4.12
5,-161888.296,1000.75,5.03
6,-375965.368,1220.11,2.79